ORCA calculation (ωB97M-V/def2-TZVPD) on 9 unconnected molecules or ions with the total composition C47H65BClF24NO24P at a distorted geometry.

Values from the calculation:
- gap between HOMO and LUMO (eV) = 7.2681
- net charge = +1
- HOMO (eV) = -12.06
- molar mass (g mol⁻¹) = 1561.2

Last column: Mulliken charge in e.
Positions of all 164 atoms, in Å:
C  -0.003  3.622  3.159  -0.36
C  -1.633  3.701  3.507  -0.08
O  -2.402  2.920  2.524  -0.14
N  -3.601  3.471  2.259  0.43
C  -4.782  3.500  3.241  -0.12
Cl  -4.619  2.769  4.977  -0.06
C  -6.269  4.157  2.846  0.16
B  -7.475  4.073  4.008  0.37
O  -7.816  5.205  4.909  -0.50
C  -8.297  2.612  4.037  -0.53
C  -7.633  1.530  2.951  -0.55
C  -6.519  4.831  1.337  0.34
C  -7.978  5.455  0.927  0.02
O  -8.906  4.583  0.448  -0.46
O  -8.382  6.868  0.982  -0.32
P  -7.157  7.889  1.679  1.04
O  -6.719  7.477  3.158  -0.49
O  -7.909  9.489  1.855  -0.51
O  -5.768  8.165  0.621  -0.50
C  -5.194  4.763  0.326  -0.04
C  -5.429  5.379  -1.189  -0.52
C  -6.308  4.213  -2.004  -0.83
C  -3.777  4.074  0.850  0.19
C  -2.486  3.983  -0.202  -0.83
C  -2.573  2.456  -0.875  -0.07
C  -1.184  2.222  -1.769  -0.06
O  -1.466  1.954  -3.200  -0.54
H  0.565  3.158  4.095  -0.22
H  0.235  2.979  2.209  0.29
H  0.397  4.728  3.012  0.25
H  -2.020  4.800  3.632  0.30
H  -1.740  3.136  4.552  0.19
H  -8.837  5.225  4.928  0.33
H  -9.427  2.734  3.758  0.34
H  -8.170  2.096  5.099  0.22
H  -8.177  0.471  3.030  0.34
H  -7.715  1.902  1.835  0.11
H  -6.491  1.294  3.205  0.13
H  -7.211  10.207  1.814  0.34
H  -5.078  8.724  1.085  0.35
H  -4.432  5.492  -1.797  0.24
H  -6.099  6.340  -1.215  0.26
H  -5.704  3.724  -2.885  0.34
H  -7.313  4.694  -2.423  0.28
H  -6.630  3.386  -1.213  0.17
H  -2.509  4.827  -1.015  0.41
H  -1.460  4.075  0.375  0.34
H  -3.515  2.412  -1.590  0.09
H  -2.653  1.694  0.028  0.27
H  -0.570  3.228  -1.727  0.35
H  -0.557  1.386  -1.242  -0.03
H  -2.155  1.227  -3.248  0.32
C  -1.979  4.313  10.224  -1.12
C  -1.961  5.239  9.021  -0.13
O  -0.715  5.134  8.313  -0.30
C  -0.576  4.039  7.503  0.33
O  -1.439  3.178  7.357  -0.54
C  0.771  4.069  6.779  0.94
F  1.811  4.343  7.617  -0.26
F  0.809  5.021  5.803  -0.27
F  1.077  2.888  6.171  -0.19
H  -1.117  4.509  10.871  0.31
H  -2.896  4.448  10.801  0.38
H  -1.913  3.265  9.919  0.32
H  -2.047  6.277  9.359  0.32
H  -2.805  5.048  8.347  0.26
C  -11.199  1.601  -2.339  -1.08
C  -10.584  0.331  -1.779  -0.11
O  -9.855  -0.375  -2.795  -0.32
C  -8.615  0.121  -3.098  0.37
O  -8.116  1.103  -2.557  -0.52
C  -7.932  -0.743  -4.160  0.83
F  -8.750  -1.025  -5.214  -0.24
F  -7.528  -1.947  -3.661  -0.25
F  -6.821  -0.159  -4.690  -0.23
H  -11.820  1.374  -3.211  0.33
H  -11.812  2.099  -1.585  0.37
H  -10.428  2.302  -2.674  0.26
H  -11.380  -0.338  -1.436  0.32
H  -9.940  0.537  -0.915  0.23
C  -0.735  -4.025  -3.073  -1.01
C  -1.314  -3.933  -1.673  -0.38
O  -0.350  -3.395  -0.755  -0.27
C  -0.173  -2.037  -0.799  0.37
O  -0.785  -1.289  -1.556  -0.52
C  0.845  -1.591  0.252  0.87
F  1.976  -2.352  0.244  -0.23
F  0.344  -1.667  1.519  -0.26
F  1.256  -0.302  0.083  -0.24
H  0.195  -4.602  -3.066  0.26
H  -1.444  -4.502  -3.754  0.43
H  -0.491  -3.035  -3.468  0.35
H  -1.566  -4.937  -1.316  0.31
H  -2.238  -3.342  -1.652  0.34
C  4.298  -2.182  -5.915  -0.83
C  3.492  -2.450  -7.173  -0.35
O  2.822  -3.718  -7.090  -0.32
C  1.685  -3.746  -6.326  0.41
O  1.229  -2.771  -5.735  -0.52
C  1.049  -5.137  -6.354  0.82
F  1.954  -6.133  -6.137  -0.26
F  0.465  -5.410  -7.557  -0.27
F  0.076  -5.298  -5.414  -0.19
H  4.993  -3.005  -5.722  0.31
H  4.865  -1.252  -6.010  0.23
H  3.650  -2.102  -5.037  0.34
H  4.167  -2.504  -8.034  0.34
H  2.774  -1.646  -7.376  0.31
C  3.054  0.876  6.247  -0.94
C  4.063  -0.256  6.170  -0.44
O  5.310  0.128  6.771  -0.31
C  5.348  0.103  8.140  0.38
O  4.401  -0.225  8.849  -0.52
C  6.737  0.492  8.649  0.84
F  7.223  1.614  8.046  -0.24
F  7.660  -0.489  8.425  -0.24
F  6.765  0.740  9.988  -0.23
H  3.466  1.786  5.799  0.31
H  2.132  0.608  5.725  0.37
H  2.806  1.118  7.284  0.32
H  4.274  -0.486  5.121  0.33
H  3.679  -1.175  6.631  0.34
C  6.968  -0.972  -0.853  -1.11
C  8.243  -1.518  -1.471  -0.19
O  8.068  -1.753  -2.878  -0.30
C  8.123  -0.645  -3.682  0.30
O  8.312  0.495  -3.269  -0.52
C  7.965  -1.036  -5.152  0.90
F  6.922  -1.889  -5.360  -0.26
F  9.073  -1.667  -5.638  -0.22
F  7.747  0.033  -5.969  -0.27
H  6.126  -1.640  -1.059  0.29
H  7.080  -0.863  0.229  0.37
H  6.709  0.004  -1.273  0.32
H  8.484  -2.484  -1.016  0.32
H  9.098  -0.855  -1.294  0.32
C  0.465  -9.780  -2.630  -1.07
C  -0.114  -9.688  -1.230  -0.17
O  0.850  -9.150  -0.312  -0.33
C  1.027  -7.792  -0.355  0.34
O  0.415  -7.044  -1.112  -0.49
C  2.045  -7.346  0.695  0.87
F  3.176  -8.107  0.688  -0.24
F  1.544  -7.422  1.962  -0.26
F  2.456  -6.057  0.526  -0.23
H  1.395  -10.357  -2.622  0.32
H  -0.244  -10.257  -3.311  0.37
H  0.709  -8.790  -3.024  0.27
H  -0.366  -10.692  -0.872  0.32
H  -1.038  -9.097  -1.209  0.28
C  10.854  -3.902  -7.107  -1.01
C  11.863  -5.034  -7.183  -0.27
O  13.110  -4.650  -6.582  -0.30
C  13.148  -4.674  -5.213  0.40
O  12.201  -5.003  -4.505  -0.52
C  14.537  -4.286  -4.705  0.82
F  15.023  -3.163  -5.307  -0.24
F  15.460  -5.266  -4.928  -0.24
F  14.565  -4.037  -3.365  -0.24
H  11.266  -2.991  -7.554  0.30
H  9.932  -4.169  -7.628  0.41
H  10.606  -3.660  -6.069  0.29
H  12.074  -5.264  -8.233  0.31
H  11.479  -5.953  -6.723  0.31

***

ORCA calculation (ωB97M-V/def2-TZVPD) on 5 unconnected molecules or ions with the total composition C47H66BN6O19P at a distorted geometry.

Values from the calculation:
- gap between HOMO and LUMO (eV) = 7.5266
- net charge = 0
- HOMO (eV) = -8.64
- molar mass (g mol⁻¹) = 1060.9

Last column: Mulliken charge in e.
Positions of all 140 atoms, in Å:
C  -0.293  2.700  5.769  -0.72
C  -1.610  2.084  6.391  -0.32
O  -2.492  1.514  5.390  -0.27
C  -1.985  0.285  4.991  -0.19
O  -2.215  -0.742  5.554  -0.47
C  -1.025  0.230  3.734  1.13
C  -1.548  -0.937  2.842  -0.99
C  -0.801  -1.116  1.481  -0.15
C  -0.878  0.172  0.571  0.86
O  -0.148  1.281  1.024  0.93
C  1.098  1.634  0.393  0.66
C  1.246  3.191  0.533  -1.29
C  -0.047  4.046  0.318  -0.55
O  -0.097  4.701  -0.973  -0.52
B  2.254  1.058  1.416  1.72
C  3.793  1.505  1.386  -0.90
O  1.916  0.159  2.445  -1.21
C  1.381  1.022  -1.021  -0.78
O  2.132  -0.172  -0.709  0.85
C  2.858  -0.711  -1.817  -0.98
C  3.198  -2.241  -1.523  0.39
C  4.217  -2.236  -0.334  -1.25
C  1.955  -3.180  -1.364  -1.33
C  1.695  -3.656  0.127  1.48
C  0.195  -4.144  0.334  -1.18
C  2.596  -4.926  0.501  -1.56
C  2.342  1.840  -1.946  -0.14
O  3.416  2.290  -1.544  -0.69
O  2.080  1.970  -3.201  -0.79
N  0.089  0.685  -1.728  0.42
C  -0.673  1.845  -2.245  -1.45
O  -1.774  2.233  -1.455  0.74
C  -2.712  2.966  -2.244  -0.98
C  -0.678  -0.310  -0.923  0.32
P  -2.287  -0.885  -1.754  0.63
N  -2.184  -0.927  -3.321  -0.91
O  -3.591  -0.026  -1.232  -0.53
O  -2.621  -2.446  -1.268  -0.57
H  0.419  1.854  5.587  0.20
H  -0.554  3.075  4.746  0.01
H  0.159  3.480  6.416  0.45
H  -2.180  2.893  6.896  0.34
H  -1.362  1.260  7.108  0.31
H  -0.020  0.005  4.162  0.34
H  -1.096  1.232  3.262  -0.63
H  -1.472  -1.899  3.412  0.04
H  -2.636  -0.819  2.601  0.30
H  -1.395  -1.886  0.912  0.65
H  0.226  -1.535  1.555  -0.47
H  -1.963  0.453  0.641  0.03
H  2.063  3.651  -0.059  0.48
H  1.534  3.372  1.608  0.43
H  0.016  4.897  1.055  0.58
H  -1.005  3.541  0.534  -0.49
H  0.606  5.367  -1.020  0.39
H  4.263  0.995  0.503  -0.01
H  3.932  2.597  1.199  0.21
H  4.374  1.174  2.280  0.33
H  2.689  0.078  3.027  0.15
H  2.319  -0.711  -2.796  0.21
H  3.888  -0.285  -1.944  -0.01
H  3.768  -2.567  -2.434  0.50
H  5.077  -1.576  -0.621  0.42
H  4.608  -3.255  -0.108  0.43
H  3.797  -1.781  0.597  0.02
H  1.018  -2.820  -1.862  0.34
H  2.211  -4.134  -1.901  0.55
H  1.904  -2.865  0.878  -0.15
H  -0.122  -4.040  1.393  0.12
H  0.100  -5.230  0.072  0.71
H  -0.441  -3.594  -0.395  -0.18
H  1.976  -5.772  0.870  0.45
H  3.223  -4.614  1.380  0.35
H  3.310  -5.201  -0.305  0.31
H  0.419  0.169  -2.564  1.00
H  -1.088  1.543  -3.248  0.59
H  -0.074  2.761  -2.464  0.49
H  -2.261  3.864  -2.734  0.29
H  -3.130  2.269  -3.021  0.23
H  -3.536  3.279  -1.564  0.19
H  -0.124  -1.285  -0.851  -0.83
H  -1.268  -0.578  -3.611  0.27
H  -4.014  -0.517  -0.500  0.35
H  -1.984  -2.968  -1.795  0.37
C  5.900  1.329  -3.922  -0.36
C  7.139  1.824  -3.535  -0.58
C  8.300  1.168  -3.917  -0.25
C  8.208  0.019  -4.692  -0.01
C  6.975  -0.487  -5.078  -0.29
C  5.818  0.173  -4.689  -0.47
N  9.434  -0.663  -5.119  1.00
O  10.499  -0.203  -4.747  -0.61
O  9.318  -1.649  -5.825  -0.61
H  4.992  1.847  -3.625  0.38
H  7.199  2.724  -2.936  0.43
H  9.261  1.560  -3.611  0.44
H  6.902  -1.385  -5.677  0.44
H  4.850  -0.212  -4.986  0.47
C  -6.806  4.893  3.607  -0.43
C  -5.562  5.417  3.937  -0.67
C  -4.406  4.768  3.532  -0.29
C  -4.508  3.598  2.793  0.22
C  -5.745  3.062  2.465  -0.38
C  -6.898  3.715  2.876  -0.68
N  -3.288  2.923  2.342  1.23
O  -2.220  3.410  2.664  -0.52
O  -3.413  1.914  1.668  -0.65
H  -7.708  5.405  3.921  0.40
H  -5.495  6.334  4.508  0.40
H  -3.441  5.183  3.793  0.46
H  -5.826  2.147  1.893  0.41
H  -7.869  3.308  2.624  0.39
C  -3.713  -4.156  7.795  -0.64
C  -3.007  -3.408  6.861  -0.33
C  -1.961  -3.984  6.157  -0.01
C  -1.634  -5.311  6.392  -0.12
C  -2.327  -6.067  7.328  -0.48
C  -3.371  -5.483  8.031  -0.40
N  -0.543  -5.930  5.629  1.02
O  0.056  -5.232  4.829  -0.60
O  -0.302  -7.105  5.835  -0.61
H  -4.534  -3.705  8.340  0.40
H  -3.273  -2.376  6.679  0.49
H  -1.419  -3.392  5.433  0.47
H  -2.069  -7.100  7.515  0.44
H  -3.921  -6.063  8.762  0.38
C  -3.436  0.979  -6.946  -0.63
C  -3.673  1.377  -8.256  -0.43
C  -2.972  0.789  -9.299  -0.40
C  -2.039  -0.198  -9.017  -0.01
C  -1.790  -0.597  -7.712  -0.46
C  -2.493  -0.004  -6.673  -0.05
N  -1.313  -0.840  -10.119  1.00
O  -1.543  -0.452  -11.250  -0.60
O  -0.526  -1.726  -9.839  -0.60
H  -3.990  1.436  -6.134  0.41
H  -4.408  2.145  -8.465  0.38
H  -3.162  1.105  -10.316  0.44
H  -1.059  -1.364  -7.491  0.45
H  -2.310  -0.309  -5.650  0.56